22
Properties=species:S:1:pos:R:3:forces:R:3 method="wB97M-V/def2-TZVPD" gap_ha=0.280 total_charge=0 homo_energy_ev=-7.3
C -0.301132 1.900027 -0.732077 0.467 1.315 0.462
C 0.758461 1.870348 0.138462 -2.561 -0.352 -1.768
C -1.590234 1.416920 -0.383711 0.350 -0.122 -0.304
C 0.628387 1.088206 1.356154 -0.089 0.708 0.714
C -3.370546 -0.183746 -0.020362 -3.265 -2.024 1.597
C 0.865610 -0.393073 1.081924 -2.123 -0.603 -4.106
C 1.220410 -0.742752 -0.473848 -1.647 1.495 -0.011
C -0.153396 -1.058455 0.140491 3.569 1.492 0.727
C 2.008015 -1.966889 -0.973851 2.227 3.031 2.745
N -2.564353 0.775901 -0.222374 1.878 1.526 -0.525
S -1.449085 -1.971912 0.218319 -0.614 -0.404 -0.302
H -0.242670 2.408429 -1.714289 -0.026 -0.519 0.613
H 1.728409 2.061465 -0.209671 1.049 0.923 -0.457
H 1.488431 1.363389 1.941944 -0.112 0.417 1.053
H -0.365928 1.387111 1.815964 1.222 -0.914 0.073
H -3.719534 -0.402762 1.014659 0.883 0.344 -0.625
H -4.208175 -0.409903 -0.689970 0.770 0.310 -0.425
H 1.246218 -0.942171 1.882499 0.660 -0.950 1.081
H 1.351885 0.267463 -1.121389 -0.471 -2.768 1.498
H 3.129591 -1.660530 -0.983128 -1.745 -0.678 -0.329
H 1.646032 -2.173816 -1.935885 -0.365 -1.076 -1.078
H 1.893597 -2.633242 -0.129857 -0.056 -1.150 -0.634

=====

22
Properties=species:S:1:pos:R:3:forces:R:3 method="wB97M-V/def2-TZVPD" gap_ha="0.296 / 0.276" total_charge=0 spin_multiplicity=4 homo_energy_ev="-7.1 / -8.8"
O -0.975386 -1.123081 0.589654 -6.278 1.345 1.623
O -2.168376 -0.735693 0.870886 4.594 -1.625 -1.055
C 4.525519 -3.666906 2.123018 0.064 0.392 0.424
C 3.700982 -3.229875 0.912594 0.198 -0.391 -0.007
C 3.742113 -4.052190 -0.232391 -0.549 0.819 -0.004
C 3.005955 -3.706118 -1.384445 0.214 -0.381 0.043
C 2.196371 -2.567079 -1.379958 -0.241 -0.294 0.489
C 2.019663 -1.785012 -0.181231 0.694 0.011 -0.211
C 2.893723 -2.089223 0.924815 -0.430 -0.425 -0.138
C 1.061578 -0.741902 -0.107496 2.198 1.201 -0.916
C 3.100054 -4.643368 -2.588069 -0.217 0.200 -0.502
H 4.383721 -2.928665 2.941253 0.197 -0.523 -0.386
H 4.236746 -4.668451 2.512019 -0.065 0.646 -0.357
H 5.612841 -3.739458 1.906174 -0.640 0.195 -0.028
H 4.351881 -4.956433 -0.229298 -0.138 0.206 -0.002
H 1.625148 -2.290425 -2.278263 0.226 -0.208 0.441
H 2.863081 -1.442072 1.813697 -0.022 -0.379 -0.382
H 1.098616 -0.008153 0.729426 -0.103 -0.865 -0.634
H 0.565124 -0.373616 -1.033836 0.346 -0.557 0.855
H 2.463057 -4.244110 -3.406299 0.429 -0.365 0.381
H 4.135532 -4.751387 -2.976292 -0.543 0.262 0.292
H 2.761047 -5.679345 -2.365175 0.065 0.735 0.071

=====

23
Properties=species:S:1:pos:R:3:forces:R:3 method="wB97M-V/def2-TZVPD" gap_ha="0.270 / 0.270" total_charge=0 homo_energy_ev="-7.1 / -7.1"
C 2.702616 -1.310150 0.552763 -2.206 1.896 3.353
C 1.834568 -0.643706 1.427257 3.064 -0.182 1.495
C 2.157667 -1.510992 -0.691570 -2.009 -1.539 -4.633
C 0.763228 0.282667 1.038876 2.440 -2.056 -1.306
C 0.892087 -1.110476 -1.108994 0.382 1.768 1.893
C 0.161461 -0.106913 -0.230108 -1.489 0.095 -3.537
C -2.919629 0.235223 0.649760 0.986 0.091 2.160
C -1.967459 1.327167 0.089799 0.159 0.390 0.683
C -0.932350 0.652079 -0.759874 1.020 -1.589 -0.936
O 2.828762 1.279265 -0.623661 1.278 -0.281 -0.673
O -1.464394 0.508334 -2.046699 0.196 -0.624 -0.398
P 1.585536 1.768609 -0.056847 -2.013 0.284 0.692
H 3.649916 -1.700962 0.906693 -0.295 -0.160 -0.182
H 2.240474 -0.648337 2.480435 -0.904 0.404 -1.001
H 2.672579 -2.186015 -1.403451 -0.146 0.490 0.423
H 0.107265 0.661795 1.736398 -1.104 0.712 1.753
H 0.400002 -1.319971 -2.071550 0.832 -0.250 0.571
H -3.616474 0.807245 1.333581 0.204 -1.017 -0.965
H -2.391004 -0.567250 1.338609 -0.978 1.466 -1.696
H -3.371799 -0.178846 -0.261443 -0.287 -0.286 0.783
H -1.439972 1.956915 0.838741 -0.572 -0.512 -0.089
H -2.701349 1.988963 -0.419424 1.175 -0.171 -0.330
H -1.191729 -0.184647 -2.719282 0.269 1.071 1.940

=====

23
Properties=species:S:1:pos:R:3:forces:R:3 method="wB97M-V/def2-TZVPD" gap_ha=0.333 total_charge=0 homo_energy_ev=-8.4 smiles="C=C[P@](C)(=O)Oc1ccccc1"
C 1.710180 2.183001 -0.012885 1.698 1.055 -1.828
C 1.829755 1.130604 0.730897 -0.630 -1.317 0.161
P 1.868399 -0.499184 -0.061327 -2.558 0.780 2.142
C 2.851107 -1.638639 0.877625 -0.339 -2.250 -1.910
O 1.956575 -0.495490 -1.541557 -0.385 -0.320 1.268
O 0.219421 -0.916002 0.941629 2.709 0.911 -2.792
C -0.867809 -0.449347 0.217921 0.248 -0.994 0.247
C -1.548468 0.697587 0.686983 -0.071 -0.398 -1.522
C -2.737663 1.067841 0.105962 -1.144 -3.314 -0.969
C -3.313803 0.113793 -0.815115 1.412 1.636 1.429
C -2.645063 -0.982992 -1.276133 2.469 -0.417 -2.150
C -1.308451 -1.227378 -0.873504 -1.566 1.297 1.548
H 1.685365 3.161667 0.373734 -0.714 1.039 0.688
H 2.001900 2.154491 -1.039337 -0.292 -0.177 -0.848
H 1.486115 1.305688 1.728026 0.362 -0.841 0.921
H 2.288192 -2.669643 0.651949 1.225 2.112 1.367
H 3.827086 -1.760595 0.384065 -0.234 0.210 0.090
H 3.019445 -1.256937 1.877455 -0.497 -0.555 0.325
H -1.119808 1.393052 1.346389 0.813 0.250 1.218
H -3.389171 1.828768 0.482662 0.164 0.693 -0.008
H -4.224131 0.367907 -1.224333 -2.020 0.341 -0.828
H -2.875118 -1.496677 -2.242251 -0.732 0.284 1.220
H -0.714057 -2.011505 -1.318861 0.080 -0.026 0.233

=====

23
Properties=species:S:1:pos:R:3:forces:R:3 method="wB97M-V/def2-TZVPD" gap_ha="0.294 / 0.170" total_charge=0 spin_multiplicity=2 homo_energy_ev="-8.2 / -8.2"
C -1.506382 2.142195 3.036030 1.310 2.230 0.758
C 0.080121 -1.014689 0.700067 0.775 -1.384 0.710
C -0.423311 -1.244737 1.992194 -0.612 1.872 1.592
C 0.014168 0.307155 0.199218 1.043 3.743 -2.544
C -0.963930 -0.213092 2.744538 0.975 -2.085 -1.771
C -0.362864 1.466839 0.954561 -0.073 -5.030 0.932
C -0.951274 1.065353 2.210897 0.245 2.313 -0.365
O 0.733174 -2.012266 0.128053 -2.144 1.565 -0.571
H 0.651951 -1.782246 -0.939823 1.463 0.699 -0.165
H -0.300019 -2.138231 2.507727 0.206 -1.861 0.223
H 0.428899 0.390780 -0.872015 -0.665 0.160 1.787
H -1.303148 -0.467246 3.731913 -0.281 0.419 0.241
H -0.187043 2.521073 0.777980 -0.213 -0.329 -0.662
H -0.798157 2.434984 3.886466 -0.740 -0.482 -1.035
H -2.431345 1.917379 3.498997 -0.982 -0.449 0.443
H -1.640090 3.057333 2.431347 -0.005 -0.344 0.373
C 1.218527 -0.591936 -4.494650 1.190 1.047 4.859
C 1.230370 -1.413096 -3.099318 1.066 -0.585 -3.923
O 0.840696 -0.793845 -2.102380 -1.449 0.841 2.585
O 1.597969 -2.580343 -3.098482 0.097 -0.378 -0.176
H 0.346786 0.012373 -4.506966 -0.966 -0.002 -0.998
H 1.663061 -1.165667 -5.186900 -0.243 -2.702 -3.277
H 2.061840 0.101931 -4.499454 0.002 0.742 0.985

=====

Taking the records one at a time from the top gives relative energy (zero: lowest compared OMol25 entry of this formula, charge and spin) values of 126.19; 0.00; 105.65; 68.84; 56.89 kcal/mol.